A molecular structure, C13H21CoF9NO8 in a non-equilibrium geometry. Source: the Open Molecules 2025 dataset; level of theory: ωB97M-V with the def2-TZVPD basis set.

Structure (ORCA input):
```
! RIJCOSX wB97M-V def2-TZVPD def2/J DEFGRID3
* xyz 0 5
Co 0.89624 -1.43003 22.07022
F 4.07710 -3.20294 19.04717
F 3.23289 1.18995 25.54911
F 2.96164 -3.94255 17.31087
F -3.10022 -1.55606 23.68634
F -2.92158 -3.61618 24.10875
F -3.94424 -3.04140 22.40308
F 3.81349 1.19436 23.45757
F 2.69274 -1.83838 18.09125
F 4.51617 -0.27877 24.82225
O 1.84499 -4.89286 19.70017
O 2.43856 -1.70949 23.56853
O 1.22611 0.15976 23.40315
O 1.87170 0.74127 18.70041
O -0.34288 -2.92491 23.00901
O -1.28738 -1.46761 21.60540
O 1.95116 0.05601 20.82820
O 1.81750 -2.89104 20.75780
N 2.43423 0.51098 19.77866
C 3.43704 0.44060 24.49388
C -1.93883 -1.90309 19.15455
C 1.77531 -3.53087 19.49336
C 2.17710 -0.50048 24.29164
C 3.87010 0.85572 19.73286
C 0.55683 1.28261 23.81615
C -0.65879 1.30949 22.89914
C 1.50075 -5.69956 18.62652
C -2.87642 -2.69602 23.13651
C 0.89603 -6.97745 19.26815
C -1.59442 -2.69662 22.25953
C 2.85285 -3.13515 18.42568
C -2.05122 -1.07698 20.41196
H 4.21292 0.25611 18.88963
H -3.10423 -0.88273 20.61575
H -2.59526 -1.47197 18.39868
H -1.42294 0.55285 23.07708
H -0.42552 1.38627 21.83717
H 2.43613 -5.83297 18.08304
H -1.69819 -0.08300 20.13723
H 1.51010 -7.30423 20.10734
H -1.80857 -3.44234 21.49393
H -0.12795 -6.87867 19.62845
H 0.68428 -5.36206 17.98811
H 3.94710 1.92217 19.52107
H 0.27393 1.22592 24.86727
H -1.25937 2.20569 23.05481
H 0.80192 -3.28165 19.07086
H 1.10745 2.20399 23.62645
H 4.35571 0.62900 20.68201
H 1.58794 -0.68230 25.19050
H -2.28678 -2.91649 19.35469
H 0.93308 -7.79204 18.54484
H -0.92439 -1.90495 18.75580
*
```

Computed properties:
- E_LUMO (spin up / spin down) (eV) = -1.10 / -3.36
- expectation value of S² = 6.0186
- highest occupied orbital energy (spin up / spin down) (eV) = -9.552 / -8.761
- calculated total energy (eV) = -93768.7485
- gap between HOMO and LUMO (spin up / spin down) (eV) = 8.5 / 5.4

=====

C13H21I in the gas phase in a non-equilibrium geometry. Source: the Open Molecules 2025 dataset; level of theory: ωB97M-V with the def2-TZVPD basis set.

Structure (ORCA input):
```
! RIJCOSX wB97M-V def2-TZVPD def2/J DEFGRID3
* xyz 0 1
I -1.94052 1.40638 -0.07145
C -0.86233 -1.48521 0.65992
C -3.48717 -0.39650 0.84986
C -3.24756 -1.58873 -0.08423
C 1.65924 -1.34961 -0.27043
C 1.07552 1.50117 -1.00597
C 3.08518 1.15856 0.71628
C 0.07268 0.61456 -0.36307
C 2.66228 -0.55567 -1.09463
C -1.79512 -1.85505 -0.51367
C 2.90563 2.70030 1.09546
C 0.29713 -0.62941 0.11657
C -4.80028 0.08273 0.69669
C 2.51691 0.94092 -0.71176
H 2.47904 -0.71686 -2.17793
H -5.31879 -0.90146 0.65886
H 3.01489 2.91757 2.10547
H -1.51280 -1.39423 -1.45882
H -0.53429 -2.37026 1.14189
H 3.78984 3.10852 0.60245
H -3.63200 -2.47844 0.29259
H 3.14533 1.68489 -1.30606
H 3.70339 -1.02859 -0.96869
H -5.24265 0.65941 1.52208
H 1.20555 -2.27348 -0.64281
H -5.23394 0.65609 -0.21095
H 0.99796 2.54021 -0.80495
H 1.96972 2.99604 0.72777
H -3.63530 -1.55816 -1.10687
H 2.12101 -1.49677 0.70347
H -1.37021 -0.96053 1.49562
H 4.19160 1.06289 0.82422
H -1.66319 -2.89629 -0.75206
H 1.02353 1.29471 -2.08489
H 2.35973 0.61033 1.42004
*
```

Computed properties:
- E_LUMO (eV) = 0.64
- highest occupied orbital energy (eV) = -6.939
- calculated total energy (eV) = -21916.2194
- gap between HOMO and LUMO (eV) = 7.6

=====

C13H21NO2 in the gas phase in a non-equilibrium geometry. Source: the Open Molecules 2025 dataset; level of theory: ωB97M-V with the def2-TZVPD basis set.

Structure (ORCA input):
```
! RIJCOSX wB97M-V def2-TZVPD def2/J DEFGRID3
* xyz 0 1
O -1.29462 0.18817 -2.29720
O -0.36724 -0.92261 4.11413
N 1.08141 1.55927 3.72734
C -0.52358 2.19261 0.65901
C 1.09101 2.67878 2.72344
C 1.64859 0.26871 3.35723
C 0.59530 -0.81191 3.02450
C -1.02109 0.32555 4.29941
C -0.49264 -0.80691 -2.98494
C 0.14318 -3.15183 -4.94955
C -0.08463 1.49202 4.59802
C -0.82429 -0.84814 -4.51099
C 0.23410 -1.66219 -5.26207
C 0.17136 2.43030 1.61673
C -0.70789 0.68219 -1.14528
C -1.25722 1.77240 -0.49321
H -2.21524 2.22465 -0.77003
H -0.61392 -1.79033 -2.50482
H 0.20443 0.25404 -0.71855
H 0.30446 1.36767 5.63466
H -1.77689 0.25978 5.08923
H 0.41061 -3.37954 -3.92325
H 0.81956 -3.69133 -5.58078
H 0.05267 -0.50213 2.12022
H -1.62459 0.57644 3.40022
H 2.20005 -0.08954 4.24601
H -0.81951 0.15887 -4.91774
H 1.07278 -1.79865 2.85825
H -0.05229 -1.58187 -6.32070
H 1.23947 -1.25741 -5.10138
H 0.75963 3.60250 3.25917
H -0.88403 -3.54121 -5.10988
H 0.57647 -0.59136 -2.86080
H 2.12050 2.87281 2.33357
H 2.32316 0.36395 2.50183
H -0.66134 2.43037 4.58653
H -1.82774 -1.27410 -4.69835
*
```

Computed properties:
- SMILES = CCCCO/C=C/C#CCN1CCOCC1
- E_LUMO (eV) = 0.84
- energy relative to the best compared isomer or geometry (same formula, charge and spin) (kcal/mol) = 101.58
- highest occupied orbital energy (eV) = -7.779
- calculated total energy (eV) = -19402.9266
- gap between HOMO and LUMO (eV) = 8.6